Record 1
Entry from the Open Molecules 2025 dataset: C5H10O in the gas phase at a distorted geometry (ωB97M-V/def2-TZVPD).

Geometry (Å):
C1 2.03869 -0.36997 -0.47925
C2 0.78222 -0.58973 0.36694
C3 -0.50365 -0.02900 -0.27261
C4 -1.78492 -0.48706 0.44135
C5 -0.38662 1.46812 -0.39847
O1 -1.26681 2.14694 0.26749
H1 2.20732 0.69861 -0.65755
H2 2.92402 -0.78135 0.02232
H3 1.94496 -0.86595 -1.45577
H4 0.62514 -1.66420 0.53419
H5 0.91335 -0.13462 1.36060
H6 -0.53333 -0.35720 -1.32573
H7 -1.75359 -0.22888 1.50794
H8 -2.67925 -0.02194 0.00810
H9 -1.88774 -1.57576 0.35793
H10 -0.54858 2.67262 -0.71646

Computed properties:
Structure (SMILES): CC[C@@H](C)C=O
Multiplicity: 1
Net charge: 0
DFT total energy: -271.6120 Ha
Largest force on an atom: 3.38 eV/A
Orbital gap: 9.50 eV



Record 2
Entry from the Open Molecules 2025 dataset: C28H50N2O9 in the gas phase (ωB97M-V/def2-TZVPD).

Geometry (Å):
C1 5.97488 2.80670 -1.10046
C2 5.93736 2.14993 0.26947
O1 6.14428 0.74425 0.12051
C3 5.23815 -0.08312 0.61600
O2 4.28818 0.25665 1.28167
C4 5.52456 -1.53026 0.25481
C5 7.01955 -1.83581 0.27527
C6 4.92796 -1.81818 -1.13181
C7 3.40643 -1.64176 -1.17644
C8 2.82661 -2.34265 -2.40974
C9 3.06264 -0.15822 -1.29179
O3 3.79529 0.59719 -1.91306
N1 1.90099 0.27233 -0.75264
C10 0.95149 -0.53824 -0.02525
C11 1.19389 -0.52241 1.48939
O4 0.22656 -1.37113 2.08930
C12 0.00470 -1.13123 3.46340
C13 -1.19433 -0.20284 3.74310
O5 -1.00456 1.10970 3.26262
C14 -1.47431 1.33781 1.94762
C15 -2.90893 1.88520 1.93752
N2 -3.47396 1.90779 0.60068
C16 -4.33452 0.91409 0.26942
O6 -4.61505 0.02868 1.06042
C17 -5.05268 1.00234 -1.07730
C18 -6.32180 1.83013 -0.84124
C19 -5.42738 -0.39858 -1.57221
C20 -4.23844 -1.17134 -2.16275
C21 -4.69833 -2.50011 -2.75769
C22 -3.20754 -1.38434 -1.06727
O7 -2.20004 -0.71826 -0.97336
O8 -3.54491 -2.36075 -0.25222
C23 -2.75688 -2.58154 0.92145
C24 -2.64812 -4.07370 1.17739
C25 -2.99302 2.92891 -0.30559
C26 -1.95521 2.44368 -1.33072
O9 -0.66973 2.45790 -0.75491
C27 0.34149 2.00518 -1.63246
C28 1.60593 1.69185 -0.82023
H1 6.95653 2.68406 -1.55038
H2 5.75422 3.86626 -1.00689
H3 5.23481 2.33388 -1.74100
H4 6.73692 2.52760 0.91587
H5 4.97035 2.30955 0.75695
H6 5.00909 -2.15009 0.99707
H7 7.53685 -1.23160 -0.46429
H8 7.18678 -2.88679 0.04977
H9 7.44089 -1.62081 1.25451
H10 5.17818 -2.84586 -1.40398
H11 5.38023 -1.14504 -1.86276
H12 2.97846 -2.06731 -0.26824
H13 3.03023 -3.41086 -2.37057
H14 1.75043 -2.19665 -2.47325
H15 3.28011 -1.93371 -3.30978
H16 -0.04994 -0.15260 -0.22552
H17 0.97157 -1.57025 -0.37439
H18 1.10520 0.49822 1.87101
H19 2.20698 -0.87863 1.72020
H20 -0.20817 -2.10464 3.91849
H21 0.90533 -0.71260 3.92547
H22 -2.10160 -0.64376 3.31673
H23 -1.31349 -0.12276 4.82829
H24 -1.45757 0.41976 1.35534
H25 -0.80161 2.06709 1.49168
H26 -3.54614 1.23826 2.54555
H27 -2.93110 2.89520 2.35614
H28 -4.43034 1.49120 -1.82755
H29 -6.95693 1.32840 -0.11509
H30 -6.87718 1.94572 -1.76960
H31 -6.07995 2.81859 -0.45660
H32 -6.19635 -0.31027 -2.34272
H33 -5.83738 -0.96603 -0.73469
H34 -3.76376 -0.56205 -2.94043
H35 -5.16745 -3.11085 -1.99175
H36 -3.85345 -3.04737 -3.16950
H37 -5.41663 -2.32232 -3.55491
H38 -1.76736 -2.13192 0.79180
H39 -3.27898 -2.07819 1.74134
H40 -3.63553 -4.50796 1.31016
H41 -2.06013 -4.24015 2.07500
H42 -2.15951 -4.56646 0.34034
H43 -2.52126 3.70801 0.29600
H44 -3.83488 3.37668 -0.84011
H45 -1.97513 3.11391 -2.20599
H46 -2.19170 1.42381 -1.65973
H47 0.54523 2.78238 -2.38414
H48 0.00512 1.10369 -2.16255
H49 1.46808 2.08710 0.18913
H50 2.47661 2.16700 -1.27348

Computed properties:
Structure (SMILES): CCOC(=O)[C@H](C)C[C@H](C)C(=O)N1CCOCCOCCN(C(=O)[C@H](C)C[C@H](C)C(=O)OCC)CCOCC1
Multiplicity: 1
Net charge: 0
DFT total energy: -1883.6390 Ha
Largest force on an atom: 0.71 eV/A
Orbital gap: 9.58 eV



Record 3
Entry from the Open Molecules 2025 dataset: a 2-piece molecular cluster, C7H15N4P overall at a distorted geometry (ωB97M-V/def2-TZVPD).

Geometry (Å):
C1 -2.11819 -2.76331 0.21701
C2 -3.16764 -1.88797 0.38832
C3 -1.08958 -2.05324 -0.27960
C4 3.04424 -0.82896 -1.22819
C5 2.68394 -0.45338 0.98733
C6 -1.47054 1.74352 1.01843
C7 -0.37195 3.03864 -0.70396
N1 -2.79532 -0.66439 -0.00225
N2 -1.50300 -0.78016 -0.40039
N3 2.09077 -0.98232 -0.20523
N4 -1.03245 1.72838 -0.31489
P1 -0.69481 0.45573 -1.29560
H1 -2.15648 -3.90199 0.33125
H2 -4.08340 -2.30160 0.72633
H3 -0.16308 -2.29782 -0.64908
H4 3.85961 -1.44575 -0.95204
H5 2.56706 -1.13289 -2.08285
H6 3.21441 0.23010 -1.31222
H7 3.83345 -0.83421 1.20851
H8 2.71830 0.64293 0.81702
H9 2.06094 -0.78462 1.84076
H10 -1.89515 0.74016 1.36059
H11 -0.68040 2.04420 1.74031
H12 -2.27446 2.48983 1.21962
H13 -1.10000 3.89706 -0.69864
H14 0.53007 3.09217 -0.08157
H15 -0.00635 3.00989 -1.64898

Computed properties:
Multiplicity: 1
Net charge: 0
DFT total energy: -835.9216 Ha
Largest force on an atom: 3.99 eV/A
Orbital gap (alpha / beta): 9.34 / 6.25 eV



Record 4
Entry from the Open Molecules 2025 dataset: a 6-piece molecular cluster, C23H60O8SSi overall (ωB97M-V/def2-TZVPD).

Geometry (Å):
O1 -10.66159 -1.68649 5.77159
S1 -9.82829 -0.81069 5.01126
O2 -9.78693 0.57641 5.32534
O3 -10.24907 -0.87392 3.47720
C1 -8.18053 -1.49014 4.97066
C2 -7.08268 -0.42580 4.80120
C3 -5.93379 -0.93543 3.90109
Si1 -6.27112 -0.50902 2.09713
H1 -10.26805 -1.79495 3.19501
H2 -8.13775 -2.23071 4.17213
H3 -8.06765 -2.01436 5.91728
H4 -6.69569 -0.17574 5.78671
H5 -7.50804 0.48544 4.38263
H6 -5.74970 -2.00017 4.03988
H7 -5.02493 -0.38811 4.16041
H8 -5.15615 -0.97407 1.24655
H9 -7.56841 -1.06336 1.64678
H10 -6.34736 0.96773 2.03278
C4 -0.57015 -3.02259 0.00878
C5 -1.85416 -2.25331 0.26570
O4 -2.56488 -2.68288 1.41319
C6 -1.88223 -2.55386 2.64598
C7 -1.52042 -1.12190 3.00094
H11 -0.76450 -4.09613 -0.00708
H12 -0.14161 -2.72875 -0.95062
H13 0.18048 -2.82990 0.77696
H14 -2.54483 -2.39997 -0.56484
H15 -1.64848 -1.17792 0.32162
H16 -0.99120 -3.19214 2.66305
H17 -2.57086 -2.95178 3.39243
H18 -0.76704 -0.71123 2.32657
H19 -1.11896 -1.07280 4.01361
H20 -2.40178 -0.48091 2.94493
C8 0.86675 2.31719 3.52353
C9 -0.42566 3.07861 3.75959
O5 -1.15488 2.64205 4.89446
C10 -0.48980 2.76977 6.13710
C11 -0.12855 4.20014 6.50139
H21 0.67428 1.24291 3.50842
H22 1.30244 2.61103 2.56741
H23 1.60672 2.51273 4.30157
H24 -1.09999 2.92613 2.91670
H25 -0.22985 4.15528 3.81743
H26 0.40177 2.13230 6.16437
H27 -1.18854 2.36978 6.87225
H28 0.63874 4.60919 5.84263
H29 0.25718 4.23849 7.52059
H30 -1.00727 4.84286 6.43584
C12 1.87260 -0.85419 -5.49456
C13 2.47932 -1.32831 -4.18443
O6 1.69728 -2.29386 -3.50450
C14 1.49501 -3.50989 -4.20198
C15 2.77984 -4.26129 -4.51214
H31 0.84648 -0.51669 -5.33982
H32 2.45760 -0.02655 -5.89686
H33 1.85696 -1.64339 -6.24744
H34 2.55850 -0.48426 -3.49786
H35 3.49668 -1.70112 -4.34887
H36 0.91964 -3.33733 -5.11871
H37 0.86937 -4.11312 -3.54324
H38 3.40260 -3.73415 -5.23663
H39 2.54612 -5.24246 -4.92691
H40 3.36784 -4.39692 -3.60331
C16 8.02492 -2.48043 -6.83358
C17 6.75053 -1.69882 -6.56294
O7 6.04550 -2.13017 -5.41311
C18 6.73663 -2.01764 -4.18207
C19 7.11638 -0.59266 -3.81680
H41 7.81752 -3.55098 -6.85429
H42 8.44344 -2.18724 -7.79669
H43 8.78626 -2.29876 -6.07373
H44 6.05247 -1.83714 -7.38873
H45 6.96527 -0.62564 -6.50299
H46 7.62119 -2.66452 -4.17638
H47 6.04753 -2.41571 -3.43647
H48 7.87411 -0.18505 -4.48755
H49 7.52154 -0.56353 -2.80507
H50 6.24138 0.05744 -3.86117
C20 1.16148 2.79500 -2.37297
C21 0.46491 3.29472 -1.11858
O8 1.34720 3.80060 -0.13268
C22 2.12938 4.91583 -0.51987
C23 1.31364 6.14010 -0.89979
H51 1.94328 2.07872 -2.11569
H52 0.44282 2.30627 -3.03143
H53 1.62417 3.60870 -2.93365
H54 -0.05752 2.46941 -0.63415
H55 -0.29260 4.04364 -1.37616
H56 2.81256 4.64337 -1.33252
H57 2.74582 5.14160 0.35044
H58 0.74892 5.98725 -1.82054
H59 1.97430 6.99318 -1.05635
H60 0.60611 6.38700 -0.10730

Computed properties:
Structure (SMILES): O=S(=O)(O)CCC[SiH3].CCOCC.CCOCC.CCOCC.CCOCC.CCOCC
Multiplicity: 1
Net charge: 0
DFT total energy: -2201.7956 Ha
Largest force on an atom: 0.53 eV/A
Orbital gap: 10.18 eV



Record 5
Entry from the Open Molecules 2025 dataset: C15H24Cl2GaIN2O as an isolated structure (ωB97M-V/def2-TZVPD).

Geometry (Å):
Ga1 0.13835 -0.38723 -0.36217
C1 -2.01055 2.46106 1.62403
C2 -1.25375 3.19245 0.75387
C3 0.18437 3.34313 1.31914
C4 0.23287 2.67202 2.47341
C5 -1.14620 2.15837 2.70699
C6 -1.55660 1.51190 3.94671
C7 1.35042 2.51224 3.44660
C8 1.19265 4.20423 0.66317
C9 -1.67872 3.82779 -0.49728
C10 -3.46759 2.13884 1.53879
H1 -1.92700 2.32952 4.58979
H2 -0.73409 1.04233 4.48103
H3 -2.39710 0.83355 3.81029
H4 1.18135 3.10006 4.35139
H5 2.29441 2.84114 3.01520
H6 1.47204 1.47183 3.75335
H7 0.82337 5.23321 0.61507
H8 1.37459 3.89802 -0.37048
H9 2.13741 4.21186 1.20203
H10 -2.01286 4.84924 -0.26605
H11 -2.52497 3.31346 -0.94977
H12 -0.86281 3.92248 -1.21226
H13 -4.07280 2.90873 2.02036
H14 -3.70042 1.18774 2.01572
H15 -3.79231 2.06783 0.50167
I1 5.74861 1.73155 0.94730
C11 4.33270 0.46879 0.17739
C12 4.51634 -0.75534 -0.43938
N1 3.30410 -1.22270 -0.76803
N2 2.32687 -0.36581 -0.41572
C13 2.95212 0.66149 0.16152
H16 5.41420 -1.30785 -0.66318
H17 3.08505 -2.06426 -1.27600
H18 2.38437 1.49892 0.53852
C14 1.04264 -3.58974 -0.00071
O1 0.28226 -2.53360 -0.63900
H19 1.61189 -4.14261 -0.74656
H20 0.36705 -4.26329 0.52136
H21 1.70927 -3.11930 0.71679
H22 -0.44414 -2.92390 -1.15201
Cl1 -2.85758 -1.51048 -0.24147
C15 -3.60848 -3.12782 -0.40400
Cl2 -2.54486 -4.21433 -1.30072
H23 -4.53680 -3.00255 -0.94726
H24 -3.76095 -3.52124 0.59296

Computed properties:
Multiplicity: 1
Net charge: +2
DFT total energy: -3912.9632 Ha
Largest force on an atom: 0.27 eV/A
Orbital gap: 5.81 eV



Record 6
Entry from the Open Molecules 2025 dataset: C28H41N5RuSSeSi as an isolated structure (ωB97M-V/def2-TZVPD).

Geometry (Å):
Ru1 -0.55916 1.07454 1.47022
C1 -1.32354 -1.14478 3.12195
C2 0.15772 -1.41774 2.90622
N1 0.65545 -0.58074 1.78451
C3 1.99654 -0.00753 1.98659
C4 1.91631 1.14813 2.94475
C5 2.97028 1.43357 3.78567
C6 2.86025 2.49826 4.66608
C7 1.67227 3.19497 4.69418
C8 0.63086 2.85943 3.83298
C9 -0.63456 3.70663 3.93982
N2 -1.89511 3.16669 3.50536
C10 -2.58772 2.18776 4.33062
C11 -2.77456 0.83646 3.65227
N3 -1.45283 0.31708 3.26729
N4 0.76571 1.86965 2.92983
H1 -1.68551 -1.66734 4.01311
H2 -1.91391 -1.46277 2.26187
H3 0.70784 -1.15066 3.81312
H4 0.34400 -2.47468 2.71070
H5 0.69923 -1.15936 0.94335
H6 2.33318 0.34638 1.00900
H7 2.71663 -0.74658 2.35021
H8 3.86053 0.82107 3.74818
H9 3.67293 2.75576 5.33138
H10 1.52217 4.00946 5.39044
H11 -0.44066 4.62191 3.36971
H12 -0.71909 4.02080 4.98182
H13 -1.78854 2.87240 2.54513
H14 -3.57839 2.56181 4.60448
H15 -2.04330 2.04255 5.27160
H16 -3.38771 0.92323 2.75307
H17 -3.27500 0.15092 4.34305
H18 -0.82766 0.57282 4.03190
C12 -1.28890 3.72560 -4.66005
Si1 -2.00727 2.23917 -3.78585
C13 -0.91069 0.75435 -4.04951
C14 -3.71835 1.86021 -4.43801
C15 -2.25434 2.76562 -1.97083
C16 -3.15822 3.80778 -1.74958
C17 -3.42805 4.26387 -0.47360
C18 -2.77761 3.66621 0.59058
N5 -1.89639 2.67398 0.42818
C19 -1.65173 2.24335 -0.83033
S1 -0.49152 0.91652 -0.80324
H19 -1.20706 3.53650 -5.73255
H20 -0.28988 3.95418 -4.28333
H21 -1.90745 4.61545 -4.52773
H22 -0.88177 0.55114 -5.12400
H23 -1.29297 -0.13515 -3.54659
H24 0.11078 0.91772 -3.70652
H25 -3.66542 1.56722 -5.48878
H26 -4.38869 2.71900 -4.37099
H27 -4.17317 1.03610 -3.88458
H28 -3.66136 4.26862 -2.59297
H29 -4.12697 5.06751 -0.29183
H30 -2.96777 4.00554 1.59947
C20 3.51534 -7.26017 -3.55444
C21 3.01983 -5.94901 -3.02059
C22 2.69533 -4.90145 -3.87535
C23 2.23115 -3.68516 -3.40231
C24 1.90460 -2.59549 -4.38340
C25 2.08398 -3.51390 -2.00210
Se1 1.42670 -1.89869 -1.36793
C26 2.41740 -4.57184 -1.11660
C27 2.26789 -4.44795 0.37358
C28 2.87566 -5.76161 -1.64531
H31 3.62068 -7.23653 -4.63716
H32 2.82442 -8.06428 -3.29508
H33 4.48343 -7.51272 -3.11928
H34 2.80935 -5.03935 -4.94401
H35 2.07439 -2.94353 -5.40052
H36 2.52262 -1.71369 -4.21028
H37 0.86684 -2.27414 -4.29264
H38 2.65076 -3.49472 0.73589
H39 2.80031 -5.25453 0.87484
H40 1.21455 -4.50911 0.65881
H41 3.13498 -6.57264 -0.97396

Computed properties:
Multiplicity: 2
Net charge: +1
DFT total energy: -4549.1852 Ha
⟨S²⟩: 0.77
Largest force on an atom: 0.33 eV/A
Orbital gap (alpha / beta): 7.84 / 6.04 eV